Formula: C30H24BrClMoN5O7S3
Source: the Open Molecules 2025 dataset
Level of theory: wB97M-V/def2-TZVPD

Each line ends with the Löwdin charge.
Geometry (Å):
Mo -1.051 -0.170 0.370  1.699
N 5.532 3.975 0.278  0.092
C 4.772 2.843 -0.001  -0.318
C 4.043 2.216 1.012  -0.010
C 3.248 1.125 0.728  -0.049
C 3.176 0.652 -0.579  -0.289
C 3.887 1.269 -1.598  -0.066
C 4.689 2.356 -1.307  -0.036
S 2.139 -0.711 -0.937  0.609
O 2.118 -1.581 0.207  -0.301
O 2.523 -1.234 -2.221  -0.301
N 0.623 -0.126 -1.047  -0.208
C 0.187 0.815 -1.889  -0.453
N -1.079 1.108 -1.509  0.002
C -1.687 2.130 -2.096  -0.111
C -1.076 2.797 -3.139  -0.034
C 0.193 2.365 -3.503  -0.109
N 0.849 1.386 -2.893  0.165
H 5.771 4.103 1.248  0.084
H 6.306 4.145 -0.342  0.082
H 4.087 2.599 2.024  0.117
H 2.678 0.646 1.511  0.091
H 3.801 0.891 -2.606  0.106
H 5.247 2.846 -2.096  0.105
H -2.661 2.403 -1.718  0.096
H -1.560 3.620 -3.639  0.101
H 0.718 2.841 -4.325  0.109
Cl -5.626 1.482 -5.181  0.626
C -4.942 0.921 -3.675  -0.678
C -4.043 -0.135 -3.685  -0.106
C -3.503 -0.572 -2.489  -0.051
C -3.837 0.032 -1.275  -0.321
C -3.238 -0.437 0.001  -0.227
C -4.752 1.082 -1.299  -0.064
C -5.308 1.531 -2.490  -0.114
H -3.769 -0.601 -4.622  0.103
H -2.786 -1.386 -2.491  0.112
H -3.383 -1.511 0.099  0.056
H -3.702 0.039 0.861  0.020
H -5.021 1.566 -0.367  0.114
H -6.015 2.350 -2.498  0.103
N -1.033 -1.819 -0.095  -0.167
C -1.014 -3.147 -0.463  -0.315
C -1.734 -4.078 0.285  -0.022
C -1.710 -5.414 -0.077  -0.091
C -0.979 -5.827 -1.183  -0.101
C -0.262 -4.894 -1.925  -0.082
C -0.269 -3.557 -1.571  -0.018
H -2.289 -3.734 1.150  0.115
H -2.264 -6.137 0.508  0.099
H -0.963 -6.872 -1.464  0.095
H 0.320 -5.213 -2.780  0.103
H 0.308 -2.824 -2.120  0.098
Br -0.461 0.950 6.395  0.801
C 0.733 0.034 5.247  -0.599
C 2.055 -0.017 5.662  -0.142
C 3.013 -0.640 4.876  -0.086
C 2.646 -1.213 3.670  -0.079
C 1.326 -1.150 3.258  -0.031
C 0.348 -0.527 4.030  -0.163
C -1.067 -0.513 3.514  -0.561
O -2.040 -0.417 4.213  0.063
O -1.161 -0.754 2.210  -0.277
H 2.328 0.445 6.601  0.087
H 4.043 -0.670 5.211  0.098
H 3.378 -1.699 3.038  0.107
H 1.053 -1.587 2.310  0.090
O 0.258 3.643 1.238  -0.368
S -0.243 2.421 1.815  0.129
O 0.389 1.204 1.113  -0.568
O -0.094 2.292 3.243  -0.366
S -2.164 2.045 1.266  0.403

Cartesian forces, eV/Å:
-0.07 0.43 0.22
0.01 0.01 0.02
0.01 0.02 -0.01
-0.03 -0.03 0.02
0.12 0.01 -0.05
-0.03 0.07 0.09
0.00 -0.01 0.01
0.01 0.01 -0.01
0.03 -0.04 -0.20
-0.02 -0.03 -0.05
0.02 -0.06 0.04
0.16 -0.08 0.09
-0.12 0.05 -0.05
0.20 0.02 0.03
-0.07 0.00 0.03
-0.03 0.02 -0.01
0.06 -0.05 -0.01
0.03 0.05 0.01
0.00 0.00 -0.01
-0.01 -0.01 0.00
-0.01 0.00 0.00
0.04 0.01 -0.02
0.00 -0.01 0.00
0.00 0.01 0.00
0.01 0.01 0.00
-0.01 0.00 0.00
0.00 0.01 0.00
0.01 0.00 0.01
0.00 0.01 0.02
0.00 -0.02 -0.02
-0.01 0.00 0.00
0.03 -0.03 0.04
-0.03 -0.05 -0.02
0.00 0.02 0.02
-0.01 0.00 -0.01
0.00 0.00 0.00
0.00 0.00 -0.01
-0.01 0.00 -0.02
-0.01 0.01 -0.01
-0.01 0.01 -0.01
0.00 0.00 0.00
0.23 -0.31 -0.26
-0.19 0.09 0.14
-0.03 0.01 0.06
0.00 -0.01 -0.01
0.00 0.04 0.00
-0.01 -0.04 0.01
0.04 0.08 -0.03
0.00 -0.02 0.00
0.00 0.00 0.00
0.00 0.00 0.00
0.00 0.00 0.00
0.00 -0.02 -0.02
0.01 -0.01 0.01
-0.03 0.03 -0.01
0.02 0.00 0.00
-0.01 0.02 0.04
0.01 -0.04 -0.05
0.01 0.01 0.08
-0.02 -0.03 -0.07
0.04 0.03 0.03
-0.02 -0.01 0.01
-0.08 -0.09 0.03
0.00 0.00 0.00
0.00 0.00 0.00
-0.01 0.01 0.00
-0.03 0.00 -0.04
0.01 -0.12 -0.11
-0.09 0.18 0.09
-0.14 -0.05 0.00
0.05 0.00 -0.03
-0.03 -0.11 0.01

Calculated values
HOMO-LUMO gap, eV: 7.560
HOMO, eV: -5.7
Molecular weight, g mol⁻¹: 874.0
Total charge: -1